ORCA calculation (ωB97M-V/def2-TZVPD) on a cluster of 14 separate species, C84H210N14 in total in a non-equilibrium geometry.

Properties
HOMO level: -7.83 eV
Largest force on an atom: 3.20 eV/A
E_tot: -111369.037 eV
Lowest unoccupied orbital energy: 0.604 eV
ΔE to the lowest compared entry with this formula, charge and spin: 3.839 eV
Frontier orbital gap: 8.43 eV

Geometry (Å):
C (3.624, 1.000, -0.328)
C (5.101, 0.670, -0.203)
N (5.866, 1.724, 0.431)
C (5.478, 2.240, 1.727)
C (5.334, 1.218, 2.824)
C (6.169, 2.834, -0.445)
C (7.429, 3.624, -0.147)
H (3.335, 1.847, -0.981)
H (3.174, 1.026, 0.658)
H (3.105, 0.164, -0.821)
H (5.234, -0.218, 0.445)
H (5.572, 0.389, -1.141)
H (6.305, 2.875, 1.991)
H (4.592, 2.908, 1.696)
H (5.086, 1.801, 3.690)
H (4.591, 0.447, 2.686)
H (6.227, 0.601, 2.953)
H (5.326, 3.564, -0.523)
H (6.358, 2.440, -1.447)
H (7.670, 4.274, -0.976)
H (8.203, 2.895, 0.105)
H (7.341, 4.176, 0.774)
C (3.653, 1.774, -4.110)
C (3.979, 0.356, -4.375)
N (5.308, 0.023, -3.860)
C (6.457, 0.824, -4.445)
C (6.802, 0.653, -5.875)
C (5.463, -1.390, -3.899)
C (6.703, -1.918, -3.234)
H (4.163, 2.430, -4.799)
H (3.935, 2.140, -3.095)
H (2.587, 1.948, -4.244)
H (3.276, -0.214, -3.773)
H (3.909, 0.044, -5.397)
H (6.214, 1.881, -4.139)
H (7.254, 0.489, -3.801)
H (7.876, 0.850, -6.117)
H (6.680, -0.373, -6.170)
H (6.250, 1.286, -6.591)
H (5.372, -1.873, -4.904)
H (4.649, -1.824, -3.322)
H (7.628, -1.665, -3.757)
H (6.631, -3.058, -3.257)
H (6.779, -1.555, -2.214)
C (-1.960, -3.681, -3.521)
C (-2.051, -2.366, -4.221)
N (-2.365, -2.455, -5.622)
C (-3.626, -3.084, -5.984)
C (-4.803, -2.179, -5.734)
C (-2.079, -1.211, -6.273)
C (-1.946, -1.313, -7.792)
H (-1.263, -4.318, -4.053)
H (-2.951, -4.063, -3.423)
H (-1.527, -3.535, -2.551)
H (-2.833, -1.771, -3.668)
H (-1.108, -1.817, -4.109)
H (-3.558, -3.369, -7.045)
H (-3.656, -4.044, -5.437)
H (-4.746, -1.644, -4.758)
H (-4.888, -1.356, -6.497)
H (-5.784, -2.686, -5.692)
H (-1.079, -0.883, -5.993)
H (-2.859, -0.449, -6.105)
H (-2.781, -1.768, -8.321)
H (-1.083, -1.903, -8.131)
H (-1.844, -0.272, -8.146)
C (-5.649, 3.400, 1.252)
C (-5.582, 4.101, 2.600)
N (-4.303, 4.803, 2.712)
C (-3.101, 3.960, 2.561)
C (-2.957, 2.677, 3.418)
C (-4.248, 5.613, 3.892)
C (-5.216, 6.812, 3.842)
H (-4.896, 2.601, 1.115)
H (-5.526, 4.236, 0.544)
H (-6.633, 2.932, 1.167)
H (-6.409, 4.850, 2.799)
H (-5.631, 3.388, 3.488)
H (-3.040, 3.709, 1.514)
H (-2.234, 4.566, 2.832)
H (-3.748, 1.942, 3.224)
H (-1.969, 2.275, 3.243)
H (-3.013, 2.940, 4.503)
H (-3.293, 6.057, 4.137)
H (-4.536, 5.001, 4.775)
H (-4.915, 7.573, 4.569)
H (-6.308, 6.502, 3.958)
H (-5.123, 7.261, 2.876)
C (6.046, -3.702, 1.232)
C (4.529, -3.801, 1.097)
N (4.057, -4.468, -0.084)
C (4.392, -5.904, -0.049)
C (4.495, -6.531, -1.441)
C (2.595, -4.336, -0.313)
C (2.205, -2.893, -0.592)
H (6.352, -3.356, 2.247)
H (6.497, -3.069, 0.473)
H (6.467, -4.724, 1.205)
H (4.066, -4.286, 1.962)
H (4.131, -2.786, 1.038)
H (5.283, -6.082, 0.569)
H (3.550, -6.445, 0.431)
H (5.372, -6.148, -1.982)
H (4.680, -7.630, -1.432)
H (3.632, -6.317, -2.114)
H (1.970, -4.677, 0.519)
H (2.452, -4.903, -1.248)
H (2.668, -2.529, -1.512)
H (2.365, -2.263, 0.266)
H (1.124, -2.865, -0.819)
C (-8.293, 2.072, -1.171)
C (-8.235, 0.752, -0.403)
N (-8.238, 0.915, 1.054)
C (-7.814, -0.370, 1.696)
C (-6.345, -0.614, 1.555)
C (-9.479, 1.477, 1.669)
C (-9.234, 1.956, 3.081)
H (-9.169, 2.657, -0.864)
H (-8.436, 1.889, -2.253)
H (-7.370, 2.638, -1.038)
H (-9.071, 0.059, -0.737)
H (-7.390, 0.121, -0.695)
H (-8.148, -0.284, 2.748)
H (-8.295, -1.230, 1.223)
H (-6.014, -0.787, 0.521)
H (-5.808, 0.270, 1.888)
H (-6.004, -1.468, 2.172)
H (-10.277, 0.745, 1.542)
H (-9.803, 2.370, 1.130)
H (-9.085, 1.122, 3.747)
H (-10.083, 2.433, 3.502)
H (-8.327, 2.536, 3.056)
C (2.304, 4.843, -1.394)
C (2.965, 6.192, -1.744)
N (4.373, 6.023, -2.111)
C (5.193, 7.084, -1.621)
C (5.243, 6.983, -0.121)
C (4.458, 5.855, -3.537)
C (5.726, 5.087, -3.836)
H (2.811, 4.339, -0.582)
H (2.217, 4.170, -2.254)
H (1.305, 5.121, -1.049)
H (2.433, 6.617, -2.622)
H (2.831, 6.865, -0.920)
H (6.249, 7.038, -1.978)
H (4.809, 8.054, -1.925)
H (4.323, 7.107, 0.411)
H (5.673, 6.029, 0.151)
H (5.880, 7.817, 0.201)
H (4.408, 6.838, -4.047)
H (3.585, 5.218, -3.812)
H (6.590, 5.678, -3.584)
H (5.806, 4.960, -4.903)
H (5.708, 4.133, -3.319)
C (5.085, -3.207, 5.054)
C (3.749, -2.790, 5.677)
N (2.585, -2.780, 4.910)
C (1.411, -3.372, 5.620)
C (0.800, -2.620, 6.827)
C (2.337, -1.654, 4.082)
C (1.396, -1.968, 2.915)
H (4.890, -4.164, 4.480)
H (5.866, -3.451, 5.765)
H (5.408, -2.449, 4.314)
H (3.515, -3.646, 6.367)
H (3.816, -1.813, 6.230)
H (0.604, -3.527, 4.974)
H (1.744, -4.329, 5.998)
H (-0.250, -2.901, 7.000)
H (1.489, -2.782, 7.609)
H (0.711, -1.543, 6.611)
H (3.321, -1.318, 3.726)
H (1.876, -0.795, 4.565)
H (1.411, -1.261, 2.097)
H (0.383, -2.249, 3.201)
H (1.784, -2.840, 2.393)
C (3.761, -1.487, -7.811)
C (2.355, -1.866, -7.302)
N (2.359, -3.300, -6.835)
C (2.307, -4.235, -7.973)
C (0.972, -4.520, -8.610)
C (1.225, -3.511, -5.935)
C (1.646, -2.961, -4.551)
H (4.044, -2.107, -8.671)
H (4.448, -1.605, -6.985)
H (3.739, -0.427, -8.125)
H (2.161, -1.257, -6.432)
H (1.626, -1.610, -8.079)
H (3.028, -3.829, -8.696)
H (2.776, -5.190, -7.661)
H (0.523, -3.590, -8.937)
H (1.061, -5.225, -9.437)
H (0.358, -5.022, -7.884)
H (1.033, -4.563, -5.848)
H (0.274, -2.999, -6.201)
H (1.586, -1.882, -4.513)
H (2.724, -3.179, -4.395)
H (1.032, -3.331, -3.755)
C (-1.925, 3.165, -4.840)
C (-3.411, 2.958, -5.000)
N (-4.146, 2.697, -3.837)
C (-3.814, 1.341, -3.402)
C (-4.391, 0.891, -2.080)
C (-5.559, 2.843, -3.984)
C (-5.966, 4.291, -3.881)
H (-1.558, 3.435, -5.846)
H (-1.348, 2.257, -4.577)
H (-1.817, 3.949, -4.077)
H (-3.907, 3.834, -5.410)
H (-3.631, 2.186, -5.819)
H (-4.149, 0.617, -4.224)
H (-2.737, 1.264, -3.380)
H (-3.713, 0.111, -1.684)
H (-4.398, 1.777, -1.452)
H (-5.327, 0.359, -2.148)
H (-6.032, 2.310, -3.158)
H (-5.888, 2.298, -4.829)
H (-5.412, 4.946, -4.557)
H (-5.813, 4.571, -2.873)
H (-7.049, 4.255, -4.093)
C (-0.706, 2.931, 0.082)
C (-1.654, 1.825, -0.548)
N (-1.193, 0.467, -0.433)
C (0.179, 0.338, -0.864)
C (0.396, 0.727, -2.338)
C (-1.298, 0.045, 0.948)
C (-2.692, -0.408, 1.306)
H (0.139, 3.189, -0.559)
H (-0.402, 2.840, 1.141)
H (-1.303, 3.870, 0.052)
H (-2.621, 1.891, -0.017)
H (-1.831, 2.074, -1.593)
H (0.822, 0.985, -0.223)
H (0.432, -0.719, -0.709)
H (0.584, 1.819, -2.457)
H (1.346, 0.256, -2.609)
H (-0.434, 0.392, -2.961)
H (-0.897, 0.685, 1.731)
H (-0.631, -0.807, 0.967)
H (-2.612, -1.139, 2.091)
H (-3.202, -0.897, 0.455)
H (-3.294, 0.444, 1.616)
C (-6.458, -1.773, 5.541)
C (-5.301, -1.082, 4.879)
N (-4.247, -0.681, 5.861)
C (-4.602, 0.498, 6.529)
C (-4.092, 0.628, 7.963)
C (-2.892, -0.572, 5.210)
C (-2.257, -1.948, 4.873)
H (-6.128, -2.742, 5.865)
H (-7.212, -1.978, 4.789)
H (-6.971, -1.274, 6.363)
H (-4.856, -1.747, 4.125)
H (-5.661, -0.219, 4.335)
H (-4.262, 1.397, 5.935)
H (-5.713, 0.515, 6.557)
H (-4.465, -0.197, 8.605)
H (-3.020, 0.730, 7.997)
H (-4.458, 1.550, 8.307)
H (-2.203, -0.123, 5.938)
H (-2.854, 0.078, 4.326)
H (-1.317, -1.797, 4.376)
H (-2.866, -2.581, 4.209)
H (-2.156, -2.525, 5.810)
C (-0.548, -6.422, 4.010)
C (0.347, -6.074, 2.823)
N (-0.309, -6.262, 1.533)
C (-1.579, -5.629, 1.395)
C (-1.474, -4.093, 1.649)
C (-0.318, -7.706, 1.126)
C (1.111, -8.209, 0.805)
H (-0.025, -6.289, 4.985)
H (-0.867, -7.455, 3.928)
H (-1.424, -5.771, 4.156)
H (0.646, -5.036, 2.879)
H (1.265, -6.619, 2.890)
H (-1.985, -5.666, 0.379)
H (-2.426, -6.009, 2.044)
H (-1.287, -3.938, 2.726)
H (-0.649, -3.657, 1.039)
H (-2.438, -3.649, 1.413)
H (-0.984, -7.928, 0.291)
H (-0.799, -8.297, 1.897)
H (1.745, -8.272, 1.688)
H (1.574, -7.618, 0.016)
H (0.942, -9.232, 0.434)
C (0.935, 1.074, 6.865)
C (2.025, 1.925, 6.164)
N (1.547, 3.090, 5.427)
C (0.837, 2.737, 4.250)
C (1.767, 2.319, 3.071)
C (0.968, 4.157, 6.238)
C (2.031, 4.716, 7.186)
H (0.341, 1.770, 7.432)
H (1.237, 0.285, 7.542)
H (0.234, 0.615, 6.121)
H (2.809, 2.233, 6.845)
H (2.567, 1.372, 5.387)
H (0.118, 1.861, 4.388)
H (0.221, 3.628, 3.949)
H (2.414, 1.530, 3.396)
H (1.141, 1.948, 2.270)
H (2.353, 3.159, 2.694)
H (0.050, 3.773, 6.857)
H (0.531, 4.953, 5.650)
H (1.650, 5.603, 7.670)
H (2.921, 4.937, 6.582)
H (2.210, 4.029, 7.993)